(1)
{
  "formula": "C33H58NO14P3S",
  "method": "ωB97M-V with the def2-TZVPD basis set",
  "symbols": ["S", "P", "P", "P", "O", "O", "O", "O", "O", "O", "O", "O", "O", "O", "O", "O", "O", "O", "N", "C", "C", "C", "C", "C", "C", "C", "C", "C", "C", "C", "C", "C", "C", "C", "C", "C", "C", "C", "C", "C", "C", "C", "C", "C", "C", "C", "C", "C", "C", "C", "C", "C", "H", "H", "H", "H", "H", "H", "H", "H", "H", "H", "H", "H", "H", "H", "H", "H", "H", "H", "H", "H", "H", "H", "H", "H", "H", "H", "H", "H", "H", "H", "H", "H", "H", "H", "H", "H", "H", "H", "H", "H", "H", "H", "H", "H", "H", "H", "H", "H", "H", "H", "H", "H", "H", "H", "H", "H", "H", "H"],
  "positions_angstrom": [[-3.97961, -0.81368, -4.11887], [5.31573, 5.89289, -3.58251], [6.12872, -6.06306, 2.02807], [-10.37833, 0.76764, 3.72592], [5.23922, 4.69388, -4.72711], [5.92005, 6.98860, -4.42864], [-9.12091, -0.07331, 2.98982], [6.36866, -7.22528, 3.16689], [3.75398, 6.40464, -3.63144], [5.62877, -5.09873, 3.31033], [6.33798, -6.92522, 0.80488], [4.77703, 4.79271, -2.42920], [3.33401, 0.21760, -0.40412], [-11.63188, 1.48283, 4.17218], [-9.85241, 0.21920, 5.20028], [-9.40423, 2.08562, 3.58324], [7.61460, -5.32584, 2.08228], [2.55780, -1.63228, 0.71793], [-2.62781, -1.50307, -1.51712], [-10.73299, -1.89442, 6.01027], [-5.97029, 0.27006, -2.31025], [-10.12237, 4.15488, 4.60329], [8.21972, -4.80119, 0.90774], [3.13987, 8.04874, -5.29235], [-4.69967, -0.40348, -2.48579], [3.45169, 7.78387, -3.83276], [2.98461, -1.13432, -0.28375], [-9.19365, -1.48297, 2.83309], [5.30409, -3.73141, 3.09640], [6.11807, -8.59550, 2.86398], [-9.96230, 3.37047, 3.31610], [7.20752, 3.31072, -5.06154], [-1.33111, 0.19011, -4.75352], [2.02195, 0.40624, -2.58087], [-6.48538, 0.60628, -0.97971], [-1.74361, -0.85316, -2.45449], [-3.87134, -0.81046, -1.33048], [2.18543, 0.84618, -1.07447], [6.33527, 4.43254, -5.59544], [7.40741, -9.29740, 2.48573], [7.93778, -3.31704, 0.75705], [-4.40799, -0.45755, -0.00795], [-2.21298, -0.45555, -3.79775], [0.54528, 0.07577, -2.98865], [4.26709, -3.53068, 2.01213], [-10.74959, -0.38104, 6.12673], [0.05487, 0.43683, -4.31520], [5.65741, 3.80863, -1.90593], [-10.45157, -1.93439, 2.12186], [-0.36381, -0.59478, -2.06271], [6.93103, 4.39568, -1.33564], [-5.66284, 0.24528, 0.18908], [2.33493, 1.95910, -1.00395], [6.93940, 5.32382, -5.77088], [6.70412, 5.07854, -0.51438], [2.57439, 8.01720, -3.22425], [-1.70466, 0.48405, -5.76030], [-10.65175, 3.58298, 5.36726], [3.03787, 9.11978, -5.48007], [-11.35255, -1.61050, 2.65511], [-9.26958, 3.89513, 2.65310], [-10.47412, -3.02170, 2.03790], [-9.08135, -1.96969, 3.80371], [8.48274, -2.90329, -0.09439], [6.87153, -3.14016, 0.59500], [8.23279, -2.77133, 1.65519], [7.95496, -8.75704, 1.71168], [4.06375, -2.47461, 1.87253], [7.48180, 4.96883, -2.08991], [4.90974, -3.34929, 4.04098], [-6.53749, 0.53051, -3.23731], [5.70186, -9.05703, 3.76307], [2.31718, 1.29763, -3.20650], [-10.66921, 5.08377, 4.42724], [7.58254, 3.60485, -0.96151], [-3.76191, -0.73786, 0.86544], [1.29851, 0.62073, -0.42670], [3.91382, 7.65530, -5.95359], [5.86575, 3.05611, -2.66904], [3.33476, -4.03395, 2.27531], [-6.07849, 0.55172, 1.17641], [7.20827, -10.30890, 2.12485], [-10.49936, -1.50591, 1.11859], [2.72863, -0.41164, -2.89205], [0.74571, 0.92748, -5.03522], [7.99040, 3.05364, -5.77816], [-11.76835, -0.00879, 6.00912], [4.60150, -3.94878, 1.05476], [-11.35180, -2.34988, 6.78630], [4.26340, 8.41829, -3.47378], [7.90156, -5.33455, 0.01063], [2.20759, 7.55616, -5.57590], [-7.45572, 1.11605, -0.80449], [5.91461, 4.13164, -6.55740], [9.29669, -4.95206, 1.00972], [6.61361, 2.41663, -4.86212], [-10.41352, -0.09549, 7.12588], [-9.14404, 4.40160, 5.02060], [6.21420, -3.16307, 2.89475], [-11.12002, -2.21218, 5.03894], [8.07136, -9.36153, 3.35017], [-0.05918, -0.93380, -1.03939], [7.68886, 3.60634, -4.12608], [-9.71679, -2.28136, 6.10634], [-2.12740, -1.65537, -0.64194], [5.36400, -8.69122, 2.08126], [-10.90805, 3.28189, 2.77934], [5.11654, 3.29205, -1.10894], [-8.32487, -1.78069, 2.24077], [3.15191, -1.80221, -1.18068]],
  "smiles": "O=COCCc1ccc2c(c1)Nc1ccccc1S2.CCOP(=O)(OCC)OCC.CCOP(=O)(OCC)OCC.CCOP(=O)(OCC)OCC",
  "lumo_energy_ev": -0.9585,
  "orbital_gap_ev": 7.02,
  "spin_multiplicity": 1
}


(2)
{
  "formula": "C33H59N2O2OsP2",
  "method": "ωB97M-V with the def2-TZVPD basis set",
  "symbols": ["Os", "P", "P", "O", "O", "N", "N", "C", "C", "C", "C", "C", "C", "C", "C", "C", "C", "C", "C", "C", "C", "C", "C", "C", "C", "C", "C", "C", "C", "C", "C", "C", "C", "C", "C", "C", "C", "C", "C", "C", "H", "H", "H", "H", "H", "H", "H", "H", "H", "H", "H", "H", "H", "H", "H", "H", "H", "H", "H", "H", "H", "H", "H", "H", "H", "H", "H", "H", "H", "H", "H", "H", "H", "H", "H", "H", "H", "H", "H", "H", "H", "H", "H", "H", "H", "H", "H", "H", "H", "H", "H", "H", "H", "H", "H", "H", "H", "H", "H"],
  "positions_angstrom": [[0.30554, 0.16145, -0.31346], [1.85466, -1.53418, -0.39621], [-1.12470, 1.91606, -0.80371], [-1.71682, -1.98006, -1.03136], [-1.27149, -2.32229, 2.45841], [1.13816, 0.64826, -2.18936], [1.74762, 1.42820, 0.57016], [0.70305, -4.13341, -0.83681], [-0.58625, 3.67530, -0.27755], [1.22317, -2.72835, -2.84441], [2.12678, -3.44247, 1.83854], [-0.92925, -1.13335, -0.76000], [-3.63737, 0.52875, -0.98623], [-2.37971, -1.42330, 2.30067], [1.69159, -3.12923, -1.42354], [5.19095, 1.33872, -0.07341], [2.73051, 1.98873, 1.01832], [4.00617, -1.82864, 1.31192], [-3.03068, 1.91374, -0.71143], [3.08293, 0.72064, -3.62971], [-2.69226, -2.53898, 4.43433], [-1.54721, 4.83717, -0.59792], [2.49879, -2.01842, 1.39872], [4.23588, 2.22890, 0.81178], [-3.37469, 2.35550, 0.71802], [-1.39456, -2.98138, 3.73435], [-3.71179, 2.83220, -1.74850], [2.87204, -0.95656, -1.81058], [4.22053, 3.59316, 0.09132], [0.99796, 1.71888, -4.31235], [0.45620, 1.38599, -3.06326], [2.32893, 1.37568, -4.58027], [2.43420, 0.21170, -2.48658], [-3.18968, -1.33871, 3.60038], [-0.36629, 3.70129, 1.24304], [3.10527, -3.74509, -1.53277], [4.72934, 2.15605, 2.27679], [0.71368, 3.98512, -1.02943], [1.96781, -1.09337, 2.51067], [-0.88650, 1.91410, -2.65025], [1.20698, -4.90479, -0.24700], [0.40710, 2.99708, 1.56163], [5.36079, 0.30928, 0.27776], [2.39921, -1.40499, 3.48183], [-4.73700, 0.61479, -0.95379], [-0.06757, 4.72319, 1.52289], [3.37888, 4.18434, 0.49387], [1.43398, 3.17123, -0.91686], [1.04029, -3.52378, 1.98544], [-1.29432, 3.49580, 1.78678], [3.99286, 3.39359, -0.98198], [0.21959, -4.64413, -1.67839], [-3.41912, -3.35719, 4.38971], [4.47047, -2.02188, 2.29170], [-1.74544, 4.94779, -1.67182], [-2.96105, -0.39592, 4.11082], [-1.98306, -0.43959, 1.98517], [5.18681, 4.12211, 0.17256], [4.80140, 1.07708, 2.57183], [1.24605, -3.59042, -3.52692], [0.37838, 2.29250, -4.99018], [0.52737, 4.15195, -2.09991], [-3.44651, 2.55382, -2.77474], [3.04153, -4.66850, -2.12646], [-1.37561, -4.06935, 3.56122], [-1.67700, 1.30045, -3.10960], [2.60859, -3.64215, 2.81212], [2.48173, -4.21870, 1.15373], [-2.51694, -2.27717, 5.47978], [-3.37341, 0.16478, -1.98811], [0.87530, -1.16082, 2.58964], [-4.26264, -1.38044, 3.40223], [3.94590, -1.11578, -1.70752], [-0.08373, -3.65513, -0.24556], [-4.80019, 2.69997, -1.64884], [1.91504, -2.03104, -3.33217], [5.68578, 2.67544, 2.49316], [3.80464, -3.09296, -2.06903], [4.48694, -2.47467, 0.56638], [3.56556, -4.00006, -0.56954], [1.16943, 4.90008, -0.61933], [-0.51017, -2.72857, 4.34519], [-4.46155, 2.28658, 0.87927], [4.10193, 0.36656, -3.80166], [-3.09231, 3.39603, 0.90564], [-2.87383, 1.72287, 1.46668], [-3.35435, -0.22750, -0.24667], [4.89674, 1.32861, -1.13611], [-1.03459, 2.92853, -3.04616], [6.21670, 1.77371, -0.07854], [-3.51055, 3.89492, -1.60680], [4.22101, -0.78150, 1.07527], [-1.04313, 5.76157, -0.26672], [-2.49221, 4.80380, -0.04451], [3.92264, 2.56780, 2.92708], [2.24481, -0.05128, 2.31904], [-3.00089, -1.79890, 1.46829], [0.23284, -2.25664, -2.79632], [2.77587, 1.69883, -5.52155]],
  "lumo_energy_ev": [-8.2340, -13.0437],
  "charge": 3,
  "orbital_gap_ev": [7.90, 4.27],
  "spin_multiplicity": 5
}


(3)
{
  "formula": "C33H59NOsP2Si",
  "method": "ωB97M-V with the def2-TZVPD basis set",
  "symbols": ["Os", "P", "P", "Si", "N", "C", "C", "C", "C", "C", "C", "C", "C", "C", "C", "C", "C", "C", "C", "C", "C", "C", "C", "C", "C", "C", "C", "C", "C", "C", "C", "C", "C", "C", "C", "C", "C", "C", "H", "H", "H", "H", "H", "H", "H", "H", "H", "H", "H", "H", "H", "H", "H", "H", "H", "H", "H", "H", "H", "H", "H", "H", "H", "H", "H", "H", "H", "H", "H", "H", "H", "H", "H", "H", "H", "H", "H", "H", "H", "H", "H", "H", "H", "H", "H", "H", "H", "H", "H", "H", "H", "H", "H", "H", "H", "H", "H"],
  "positions_angstrom": [[-1.01078, 0.34927, -1.45915], [1.08782, 1.68452, -0.27399], [0.24060, -1.76866, -0.96222], [3.05821, -0.92060, 3.99099], [1.33380, -0.57654, 3.91182], [-0.11333, -0.31343, 7.31475], [-3.72632, -1.37213, -1.99959], [2.80176, 1.04856, -0.44597], [-2.27522, 3.37918, -0.73994], [-2.87791, 1.07552, -1.78673], [-1.48206, -0.42857, 7.00677], [-0.70855, 1.68309, -5.07313], [-2.53450, -0.29199, 0.06430], [-2.72736, -1.43226, 1.03033], [3.33313, -2.52275, 4.92627], [-1.58497, 0.50004, -5.54959], [-3.44979, 1.57526, -3.06061], [1.07609, 2.12038, 1.50170], [-0.82382, -3.12448, -1.58072], [-0.93597, -0.59514, 4.64542], [-0.29290, -1.37839, -4.53322], [-1.87241, -0.55215, 5.66278], [0.59350, -2.27268, 0.76937], [0.93385, -0.98661, -5.31556], [1.79883, -1.99398, -1.87154], [-1.47592, -0.71572, -4.66720], [1.19257, 3.30855, -1.11145], [-2.98580, -0.27684, -1.30177], [-2.33807, 1.87777, -0.72181], [-0.12079, 1.51338, -3.68082], [0.47723, -0.49030, 4.92376], [1.05645, 0.84555, -3.51985], [3.80554, -1.16836, 2.29056], [1.76160, 0.14791, -4.64562], [-2.23199, 1.04812, 0.44028], [-2.06959, 1.51802, 1.84841], [0.84404, -0.31233, 6.30637], [3.93365, 0.55621, 4.75174], [-3.27099, 3.81689, -0.56797], [-0.19600, -2.95175, 1.11874], [1.69599, -1.59684, -2.88934], [2.02529, 2.63392, 1.73525], [1.90172, -0.19522, 6.56714], [3.45975, 1.78818, 0.02903], [-2.91212, -2.36749, 0.50115], [1.35320, 3.16529, -2.18682], [2.02534, -3.06929, -1.92734], [4.09921, -2.40604, 5.70367], [-1.22430, -0.74662, 3.60749], [3.66301, -3.31027, 4.23515], [-1.84089, -1.55105, 1.65704], [-2.22770, -0.42108, 7.81064], [0.20183, -0.21808, 8.35332], [-1.32981, 2.58991, -5.09649], [0.64073, -1.41384, 1.45657], [4.75225, -1.71846, 2.40485], [-1.59830, 3.74948, 0.03404], [2.90320, 0.08581, 0.06296], [0.26460, 3.86968, -0.95526], [1.54970, -2.82026, 0.81922], [2.03445, 3.85545, -0.66524], [4.32094, 1.21225, 3.96188], [1.58345, -1.86968, -5.43651], [0.67318, -0.66328, -6.33567], [-2.93764, -0.62233, 5.41395], [-1.22257, 1.03788, 2.34347], [4.78129, 0.22824, 5.36734], [-1.35775, -2.79902, -2.47994], [3.10422, 0.93637, -1.49172], [-3.58866, -1.25234, 1.69320], [0.98833, 1.22117, 2.13764], [-1.55501, -3.41173, -0.81554], [4.04468, -0.21252, 1.80596], [-1.32998, 0.26705, -6.60115], [0.07736, 1.84065, -5.83157], [-2.41905, -1.23786, -4.50137], [3.16218, -1.75128, 1.62150], [2.62940, -1.48391, -1.36972], [-0.20198, -3.99832, -1.82132], [-4.51991, 1.77721, -2.95230], [2.05662, 0.85650, -5.43774], [-2.94198, 2.49014, -3.36834], [-0.26049, -2.38290, -4.12220], [-1.93440, 3.72455, -1.71909], [2.70447, -0.28594, -4.28903], [-2.63152, 0.82843, -5.58118], [-3.26234, -1.54458, -2.97226], [-0.49181, 2.23873, -2.92826], [-1.93476, 2.59897, 1.90720], [-4.77022, -1.07714, -2.17808], [-2.95998, 1.27112, 2.44337], [0.24123, 2.80733, 1.70458], [3.26143, 1.14850, 5.38294], [2.40724, -2.86238, 5.40790], [-3.33059, 0.80244, -3.81533], [1.65760, 0.95889, -2.61594], [-3.70374, -2.29695, -1.41955]],
  "lumo_energy_ev": [-5.5794, -7.6122],
  "charge": 2,
  "orbital_gap_ev": [6.49, 5.65],
  "spin_multiplicity": 5
}


(4)
{
  "formula": "C33H59NP2RuSi",
  "method": "ωB97M-V with the def2-TZVPD basis set",
  "symbols": ["Ru", "P", "P", "Si", "N", "C", "C", "C", "C", "C", "C", "C", "C", "C", "C", "C", "C", "C", "C", "C", "C", "C", "C", "C", "C", "C", "C", "C", "C", "C", "C", "C", "C", "C", "C", "C", "C", "C", "H", "H", "H", "H", "H", "H", "H", "H", "H", "H", "H", "H", "H", "H", "H", "H", "H", "H", "H", "H", "H", "H", "H", "H", "H", "H", "H", "H", "H", "H", "H", "H", "H", "H", "H", "H", "H", "H", "H", "H", "H", "H", "H", "H", "H", "H", "H", "H", "H", "H", "H", "H", "H", "H", "H", "H", "H", "H", "H"],
  "positions_angstrom": [[-1.03679, 0.13637, -3.30654], [1.34565, -3.01766, -0.24309], [1.72684, 2.29167, 0.25247], [-0.24709, -0.72350, 5.35160], [1.06135, -0.19617, 4.37644], [-1.55232, 0.72677, -5.98996], [-3.41036, 0.69809, -1.84134], [1.56042, 0.18863, -4.74369], [-0.54236, -2.55446, 5.04525], [4.21143, -1.65848, 3.17889], [2.87132, -1.55293, 3.53813], [5.08405, -0.57902, 3.38696], [-1.80327, 0.23188, 4.91313], [1.63170, 2.94274, 1.97928], [2.18034, 3.87431, -0.57545], [3.26532, 0.75132, 4.26875], [-3.63715, -0.58219, -1.23295], [-0.78919, 1.94075, -5.41783], [-1.80847, 1.18593, 1.50225], [-2.47501, 0.72847, 0.26626], [-3.02631, -0.57191, 0.04577], [2.33709, -0.34124, 4.10232], [1.06360, -1.52788, 0.78631], [-0.19242, -3.86205, -0.73892], [-1.69592, -0.40997, -5.02570], [0.80099, -1.02454, -5.33464], [0.17041, -0.42709, 7.15624], [4.60080, 0.61522, 3.92973], [-4.34658, -1.70208, -1.88140], [-0.52105, -1.16581, -4.56796], [-2.39720, 2.95041, -1.03974], [2.66353, -2.95280, -1.51750], [-3.03613, -1.68261, 1.02321], [-2.73296, 1.52307, -0.88143], [3.39779, 1.51986, 0.35522], [-4.03005, 1.17984, -3.09369], [-0.33378, 1.78127, -4.00351], [0.69615, 0.79916, -3.63650], [0.42913, -1.86377, 1.64344], [3.60481, 0.99034, -0.58461], [-1.27901, 2.13295, 1.33948], [2.18437, -2.39050, 3.40032], [-0.74817, -2.14587, -4.13455], [-5.32634, -1.37760, -2.26411], [2.05226, -1.32265, 1.25644], [-3.89627, -1.61499, 1.71081], [-1.44698, 2.83944, -5.45494], [2.86305, 1.67513, 4.69310], [-2.12825, -1.67833, 1.64282], [-2.36424, -0.23963, 4.09414], [0.64458, -0.90869, -6.42972], [-1.00019, -2.73371, 4.06236], [-1.56345, 1.26042, 4.61189], [1.50044, 4.66813, -0.23788], [1.80968, 0.91804, -5.54614], [1.37376, -1.95071, -5.15007], [6.14067, -0.68809, 3.12893], [0.07663, -4.72500, -1.39275], [3.58127, -2.55499, -1.02235], [-3.09994, -2.65598, 0.51890], [2.63239, 3.20682, 2.34975], [-0.53204, -4.29573, 0.23589], [-3.32615, 1.82515, -3.63550], [0.39966, -3.11839, 5.08950], [-1.37094, 3.15567, -0.69753], [0.05351, 2.14214, -6.10112], [3.43830, 0.80085, 1.18263], [0.66705, -0.60454, 0.31980], [-4.95153, 1.75877, -2.91249], [4.15898, 2.29658, 0.51045], [-2.53224, 1.35154, 2.31712], [0.46875, 0.61841, 7.31569], [1.19958, 2.17955, 2.63987], [-0.69304, -0.63987, 7.80196], [-4.50964, -2.53016, -1.18093], [-2.47040, 0.28137, 5.78655], [-2.51221, -1.06922, -5.28757], [-0.16031, 2.73452, -3.51626], [1.15295, 0.98444, -2.65422], [5.28440, 1.45681, 4.09750], [-2.57771, 1.02837, -6.29866], [2.43113, -2.40362, -2.44726], [3.21862, 4.14851, -0.34319], [-1.02940, 0.42114, -6.90972], [-1.21644, -2.96109, 5.81361], [-3.07409, 3.59014, -0.44706], [4.57691, -2.58765, 2.74913], [1.00507, -1.06452, 7.47935], [2.06629, 3.74765, -1.65991], [0.99104, 3.83508, 1.99427], [2.87355, -4.02678, -1.74523], [-1.07337, 0.45227, 1.86447], [-4.29530, 0.33477, -3.74056], [2.49187, -0.16119, -4.25563], [-0.99875, -3.23010, -1.15959], [-2.47671, 3.26331, -2.08797], [-3.77197, -2.08837, -2.73897]],
  "lumo_energy_ev": [-6.0420, -8.5075],
  "charge": 2,
  "orbital_gap_ev": [6.46, 4.07],
  "spin_multiplicity": 5
}